Entry P
The following is a quantum chemistry calculation of a cluster of 2 separate species, C3H5FO2 in total, from the Open Molecules 2025 dataset.

Values from the calculation:
Kohn-Sham gap in eV: 10.8
SMILES: O=C(O)F.C=C
LUMO in eV: 0.42

```
! wB97M-V def2-TZVPD RIJCOSX def2/J DEFGRID3
* xyz 0 1
C -1.476 -1.201 0.008
C -1.596 0.077 0.139
C 1.808 0.476 0.261
O 2.453 0.942 1.149
O 1.627 1.002 -0.958
F 1.477 -0.791 0.258
H -2.301 -1.794 -0.379
H -0.726 -1.828 0.245
H -2.505 0.442 -0.101
H -0.766 0.765 0.405
H 2.004 1.910 -1.026
*
```

***

Entry Q
The following is a quantum chemistry calculation of an isolated molecule of C3H5FO2, from the Open Molecules 2025 dataset.

Values from the calculation:
Kohn-Sham gap in eV: 10.6
SMILES: O=C[C@H](F)CO
LUMO in eV: 0.37

```
! wB97M-V def2-TZVPD RIJCOSX def2/J DEFGRID3
* xyz 0 1
C 1.232 0.027 0.138
C -0.371 0.680 0.263
C -1.420 -0.431 0.322
H 0.719 -0.715 -1.540
H 2.004 0.758 -0.561
H 1.453 -0.135 1.132
H -0.390 1.468 1.159
H -1.639 -1.021 1.344
O 1.068 -1.223 -0.687
O -2.134 -0.767 -0.644
F -0.524 1.358 -0.927
*
```

***

Ordering by calculated energy gives the sequence entry P, entry Q, with the first entry being the most stable.

***

Entry P
The following is a quantum chemistry calculation of the ion C5H11BrN with charge +1, from the Open Molecules 2025 dataset.

Values from the calculation:
Kohn-Sham gap in eV: 9.7
SMILES: CC(C)=C(Br)C[NH3+]
LUMO in eV: -3.50

```
! wB97M-V def2-TZVPD RIJCOSX def2/J DEFGRID3
* xyz 1 1
C -0.247 -1.031 -0.056
C 0.664 -0.089 0.196
C 0.000 -2.462 -0.214
C -1.770 -0.821 0.313
C 0.149 1.572 0.293
N 1.154 2.536 -0.308
Br 2.556 -0.296 0.009
H -0.291 -2.668 -1.161
H -0.541 -2.987 0.443
H 0.953 -2.843 -0.221
H -1.972 -0.641 1.342
H -2.355 -1.588 -0.114
H -2.157 -0.002 -0.289
H -0.676 1.651 -0.296
H -0.062 1.766 1.265
H 2.139 1.867 -0.262
H 1.455 3.324 0.314
H 1.003 2.713 -1.254
*
```

***

Entry Q
The following is a quantum chemistry calculation of the ion C5H11BrN with charge +1, from the Open Molecules 2025 dataset.

Values from the calculation:
Kohn-Sham gap (spin up / spin down) in eV: 8.7 / 8.5
SMILES: C=C(Br)[N+](C)(C)C
LUMO (spin up / spin down) in eV: -4.62 / -4.90

```
! wB97M-V def2-TZVPD RIJCOSX def2/J DEFGRID3
* xyz 1 1
C -0.207 0.822 -2.459
C 0.719 0.271 -1.170
C -0.438 -1.536 -0.084
C -0.809 0.747 0.614
C 1.273 -0.298 1.009
N 0.176 -0.249 -0.033
Br 2.361 -0.401 -1.943
H 0.312 0.857 -3.347
H -1.237 1.251 -2.194
H -1.098 -1.803 0.708
H -1.023 -1.559 -1.006
H 0.301 -2.422 -0.182
H -1.815 0.807 0.045
H -0.745 0.692 1.655
H -0.254 1.705 0.362
H 1.619 0.737 1.251
H 0.905 -0.782 1.854
H 2.201 -0.795 0.638
*
```

***

Entry R
The following is a quantum chemistry calculation of the ion C5H11BrN with charge +1, from the Open Molecules 2025 dataset.

Values from the calculation:
Kohn-Sham gap (spin up / spin down) in eV: 8.8 / 8.6
SMILES: C=C(Br)[N+](C)(C)C
LUMO (spin up / spin down) in eV: -4.71 / -5.07

```
! wB97M-V def2-TZVPD RIJCOSX def2/J DEFGRID3
* xyz 1 1
C -1.038 -2.131 0.238
C -1.001 -0.502 -0.228
C 0.023 1.379 -1.150
C 1.291 -0.469 -0.302
C 0.165 0.924 1.326
N 0.176 0.309 0.033
Br -2.812 0.317 -0.020
H -1.924 -2.723 0.683
H -0.256 -2.663 -0.183
H 0.961 1.878 -1.382
H -0.402 0.723 -1.893
H -0.706 2.070 -0.734
H 1.154 -0.989 -1.330
H 2.160 0.156 -0.382
H 1.639 -1.193 0.433
H 0.321 0.014 1.905
H 1.038 1.504 1.399
H -0.790 1.393 1.588
*
```

***

Ordering by calculated energy gives the sequence entry P, entry Q, entry R, with the first entry being the most stable.

***

Entry P
The following is a quantum chemistry calculation of an isolated molecule of C19H24N4O3, from the Open Molecules 2025 dataset.

Values from the calculation:
Kohn-Sham gap in eV: 8.8
SMILES: [H]/N=c1/[nH]cc(C(=O)N2C[C@H](C)[C@H](NC(=O)CCc3cccc(C)c3)C2)o1
LUMO in eV: 0.54

```
! wB97M-V def2-TZVPD RIJCOSX def2/J DEFGRID3
* xyz 0 1
C -1.821 -1.510 -2.251
C -2.850 -0.658 -1.531
C -4.067 -1.214 -1.128
C -5.006 -0.431 -0.455
C -4.729 0.908 -0.174
C -3.511 1.468 -0.566
C -3.168 2.911 -0.224
C -2.648 3.056 1.226
C -1.133 2.904 1.315
O -0.396 3.883 1.304
N -0.680 1.650 1.376
C 0.728 1.266 1.408
C 1.349 1.223 0.010
N 2.365 0.163 0.094
C 2.932 -0.335 -1.036
O 2.571 0.040 -2.155
C 3.995 -1.324 -0.905
C 4.463 -2.107 -1.879
N 5.461 -2.830 -1.286
C 5.595 -2.461 0.028
N 6.396 -2.891 0.883
O 4.657 -1.495 0.257
C 2.288 -0.562 1.372
C 0.903 -0.177 1.912
C -0.186 -1.194 1.478
C -2.577 0.681 -1.248
H -0.815 -1.102 -2.142
H -1.799 -2.517 -1.836
H -2.061 -1.582 -3.313
H -4.289 -2.250 -1.340
H -5.948 -0.863 -0.148
H -5.458 1.504 0.356
H -2.468 3.321 -0.957
H -4.074 3.506 -0.349
H -2.888 4.051 1.602
H -3.136 2.359 1.907
H -1.359 0.906 1.352
H 1.334 1.918 2.049
H 0.571 0.924 -0.696
H 1.726 2.199 -0.300
H 4.199 -2.220 -2.924
H 6.018 -3.497 -1.791
H 6.242 -2.406 1.754
H 2.369 -1.649 1.311
H 3.008 -0.143 2.078
H 0.930 -0.158 3.004
H -0.298 -1.224 0.394
H 0.063 -2.203 1.809
H -1.161 -0.954 1.905
H -1.634 1.112 -1.553
*
```

***

Entry Q
The following is a quantum chemistry calculation of an isolated molecule of C19H24N4O3, from the Open Molecules 2025 dataset.

Values from the calculation:
Kohn-Sham gap in eV: 9.4
SMILES: Cc1nn(Cc2cccc(C(=O)N3CCC[C@H](C)C3)c2)c(C)c1[N+](=O)[O-]
LUMO in eV: 0.07

```
! wB97M-V def2-TZVPD RIJCOSX def2/J DEFGRID3
* xyz 0 1
C 3.832 2.294 3.984
C 2.783 1.444 3.379
N 1.509 1.759 3.421
N 0.836 0.785 2.795
C 1.640 -0.177 2.321
C 2.935 0.209 2.685
N 4.137 -0.463 2.424
O 5.168 0.032 2.840
O 4.090 -1.508 1.793
C 1.136 -1.360 1.588
H 1.967 -2.010 1.330
H 0.623 -1.050 0.678
H 0.426 -1.913 2.204
C -0.593 0.884 2.642
C -0.965 1.161 1.205
C -0.399 2.247 0.548
C -0.719 2.506 -0.772
C -1.601 1.680 -1.449
C -2.163 0.587 -0.803
C -1.848 0.336 0.526
H -2.303 -0.507 1.027
C -3.184 -0.271 -1.496
O -4.373 -0.113 -1.288
N -2.702 -1.219 -2.325
C -1.309 -1.435 -2.634
H -0.688 -0.811 -1.990
C -1.028 -1.126 -4.111
C 0.440 -1.374 -4.438
H 0.638 -1.147 -5.482
H 0.700 -2.414 -4.258
H 1.081 -0.747 -3.822
C -1.952 -1.983 -4.980
C -3.411 -1.752 -4.594
C -3.610 -2.033 -3.106
H -4.626 -1.787 -2.790
H -3.412 -3.090 -2.893
H -4.065 -2.401 -5.177
H -3.687 -0.716 -4.801
H -1.800 -1.739 -6.033
H -1.699 -3.037 -4.840
H -1.260 -0.070 -4.288
H -1.067 -2.487 -2.435
H -1.857 1.886 -2.478
H -0.283 3.355 -1.275
H 0.289 2.888 1.079
H -1.065 -0.040 2.988
H -0.909 1.712 3.282
H 3.373 3.173 4.428
H 4.374 1.735 4.744
H 4.556 2.593 3.228
*
```

***

Ordering by calculated energy gives the sequence entry P, entry Q, with the first entry being the most stable.

***

Entry P
The following is a quantum chemistry calculation of a structure of composition C3H7N2Si, from the Open Molecules 2025 dataset.

Values from the calculation:
Kohn-Sham gap in eV: 10.9
LUMO in eV: -3.76

```
! wB97M-V def2-TZVPD RIJCOSX def2/J DEFGRID3
* xyz 1 1
C -1.702 -0.668 -0.070
C -0.451 -1.138 0.005
C -0.371 1.094 0.134
N -1.653 0.726 0.063
N 0.369 -0.013 0.165
Si 2.165 0.067 0.000
H -2.605 -1.044 -0.222
H -0.187 -2.156 0.246
H -0.104 2.082 0.187
H -2.478 1.335 0.066
H 2.294 1.307 0.876
H 2.132 -0.136 -1.781
H 2.589 -1.456 0.331
*
```

***

Entry Q
The following is a quantum chemistry calculation of a cluster of 3 separate species, C3H7N2Si in total, from the Open Molecules 2025 dataset.

Values from the calculation:
Kohn-Sham gap in eV: 8.6
LUMO in eV: -5.37

```
! wB97M-V def2-TZVPD RIJCOSX def2/J DEFGRID3
* xyz 1 1
C 1.319 -0.019 1.607
C 0.441 0.548 0.798
C 0.470 -1.594 0.303
N 1.363 -1.335 1.348
N -0.071 -0.426 -0.061
Si -1.249 -0.428 -1.462
H 1.919 0.571 2.222
H 0.468 1.633 0.672
H 0.277 -2.543 -0.184
H 1.807 -1.993 1.844
H -1.726 0.853 -0.883
H -2.873 2.576 -3.272
H -2.146 2.158 -2.930
*
```

***

Ordering by calculated energy gives the sequence entry P, entry Q, with the first entry being the most stable.